Record 1
Formula: CH4ClNOS2
Source: the Open Molecules 2025 dataset
Level of theory: ωB97M-V/def2-TZVPD

Output
- gap between HOMO and LUMO (alpha / beta) (eV) = 5.2 / 7.2
- LUMO energy (alpha / beta) (eV) = 0.6 / -3.0
- F_max (eV/A) = 8.3
- ⟨S²⟩ = 2.01

```
! wB97M-V def2-TZVPD RIJCOSX def2/J DEFGRID3
* xyz 0 3
H 0.06195 2.02241 0.87050
H -0.81760 -1.36539 0.28514
H -0.12888 -2.23608 -1.02085
C -0.47650 1.08554 0.34633
Cl -1.72505 0.50363 1.37982
S 0.76680 -0.14702 -0.14482
H -0.75181 1.50007 -0.58472
O 1.55216 -0.50111 0.99755
N -0.37600 -1.28370 -0.55665
S 1.89493 0.42166 -1.57229
*
```

Here are the Mulliken charges for atoms 1 to 6, given in e: number 1, H, carries 0.30; number 2, H, carries 0.25; number 3, H, carries 0.29; number 4, C, carries -0.42; number 5, Cl, carries -0.19; number 6, S, carries 0.71

---

Record 2
Formula: CH4ClOP
Source: the Open Molecules 2025 dataset
Level of theory: ωB97M-V/def2-TZVPD

Output
- SMILES = OCPCl
- gap between HOMO and LUMO (eV) = 9.8
- LUMO energy (eV) = 0.8
- F_max (eV/A) = 3.3

```
! wB97M-V def2-TZVPD RIJCOSX def2/J DEFGRID3
* xyz 0 1
O 1.50004 0.25247 0.87229
C 0.66237 -0.29118 -0.11067
H -1.13705 0.87265 -1.71802
P -0.94406 0.95632 -0.35058
H 1.06249 -0.51468 -1.22753
H 0.26410 -1.22703 0.32297
H 0.99537 0.00016 1.64351
Cl -2.40326 -0.04872 0.56803
*
```

Here are the Mulliken charges for atoms 1 to 6, given in e: number 1, O, carries -0.45; number 2, C, carries -0.44; number 3, H, carries 0.05; number 4, P, carries 0.16; number 5, H, carries 0.29; number 6, H, carries 0.26

---

Record 3
Formula: CH4F2NP
Source: the Open Molecules 2025 dataset
Level of theory: ωB97M-V/def2-TZVPD

Output
- SMILES = CNP(F)F
- gap between HOMO and LUMO (eV) = 10.4
- LUMO energy (eV) = 0.9
- F_max (eV/A) = 4.4

```
! wB97M-V def2-TZVPD RIJCOSX def2/J DEFGRID3
* xyz 0 1
H 0.16215 0.05486 -1.10839
H -1.51702 -0.58155 1.14084
H -2.03509 -0.31204 -0.61736
P 1.64988 0.00418 0.65113
F 1.92327 1.23871 -0.36257
N 0.05791 -0.37790 -0.21321
H -1.47681 1.05865 0.57257
C -1.26543 -0.01824 0.18493
F 2.50115 -1.06668 -0.24793
*
```

Here are the Mulliken charges for atoms 1 to 6, given in e: number 1, H, carries 0.29; number 2, H, carries 0.23; number 3, H, carries 0.27; number 4, P, carries 0.47; number 5, F, carries -0.27; number 6, N, carries -0.38

---

Record 4
Formula: CH4FN
Source: the Open Molecules 2025 dataset
Level of theory: ωB97M-V/def2-TZVPD

Output
- SMILES = CNF
- gap between HOMO and LUMO (eV) = 10.8
- LUMO energy (eV) = 1.1
- F_max (eV/A) = 5.5

```
! wB97M-V def2-TZVPD RIJCOSX def2/J DEFGRID3
* xyz 0 1
H 0.68656 -0.59885 -1.25221
F -0.12854 -0.06568 1.90912
H 1.41360 0.62462 -0.20616
C 0.48714 0.16925 -0.51953
H -0.33249 0.88501 -0.94817
N -0.57875 -0.61390 0.61739
H -1.54751 -0.40045 0.39956
*
```

Here are the Mulliken charges for atoms 1 to 6, given in e: number 1, H, carries 0.24; number 2, F, carries -0.23; number 3, H, carries 0.26; number 4, C, carries -0.49; number 5, H, carries 0.20; number 6, N, carries -0.23

---

Record 5
Formula: CH4FN
Source: the Open Molecules 2025 dataset
Level of theory: ωB97M-V/def2-TZVPD

Output
- SMILES = NCF
- gap between HOMO and LUMO (eV) = 10.9
- LUMO energy (eV) = 1.2
- F_max (eV/A) = 5.7

```
! wB97M-V def2-TZVPD RIJCOSX def2/J DEFGRID3
* xyz 0 1
C -0.60461 -0.19656 -0.80363
H -0.76038 0.69403 1.16091
H 0.21175 1.75527 0.38560
H -0.30937 0.09874 -1.82803
F -1.88073 -0.26990 -0.59262
H -0.16378 -1.13539 -0.64527
N 0.04557 0.81094 0.53818
*
```

Here are the Mulliken charges for atoms 1 to 6, given in e: number 1, C, carries 0.02; number 2, H, carries 0.22; number 3, H, carries 0.20; number 4, H, carries 0.22; number 5, F, carries -0.24; number 6, H, carries 0.19

---

Record 6
Formula: CH4FNO
Source: the Open Molecules 2025 dataset
Level of theory: ωB97M-V/def2-TZVPD

Output
- gap between HOMO and LUMO (alpha / beta) (eV) = 9.4 / 9.4
- LUMO energy (alpha / beta) (eV) = -0.8 / -0.8
- F_max (eV/A) = 6.0

```
! wB97M-V def2-TZVPD RIJCOSX def2/J DEFGRID3
* xyz 0 1
H -0.52787 -1.03158 -1.08938
H -0.02997 1.13623 -0.40595
H 1.04398 -0.30075 0.06644
C 0.06468 0.18103 0.19226
N -0.76146 -0.89860 -0.12310
H -0.09845 0.45629 1.23962
O -2.46545 -0.02432 -0.54439
F -2.40969 1.25105 -0.29663
*
```

Here are the Mulliken charges for atoms 1 to 6, given in e: number 1, H, carries 0.32; number 2, H, carries 0.26; number 3, H, carries 0.36; number 4, C, carries -0.61; number 5, N, carries -0.30; number 6, H, carries 0.24